{
  "formula": "C24H40N5O6SSi2TeV",
  "method": "ωB97M-V/def2-TZVPD",
  "species": ["Te", "V", "S", "Si", "Si", "O", "O", "O", "O", "O", "O", "N", "N", "N", "N", "N", "C", "C", "C", "C", "C", "C", "C", "C", "C", "C", "C", "C", "C", "C", "C", "C", "C", "C", "C", "C", "C", "C", "C", "C", "H", "H", "H", "H", "H", "H", "H", "H", "H", "H", "H", "H", "H", "H", "H", "H", "H", "H", "H", "H", "H", "H", "H", "H", "H", "H", "H", "H", "H", "H", "H", "H", "H", "H", "H", "H", "H", "H", "H", "H"],
  "xyz": [[1.607750, -2.216509, 0.020078], [0.395938, 1.988587, 0.849360], [-2.576440, 0.331018, -2.780291], [1.155013, -1.665920, -3.384089], [-0.672333, -4.523897, 0.914480], [1.740548, 0.711739, -0.199881], [4.823151, 4.249868, 0.225887], [2.069989, 3.244812, 0.860694], [4.271132, -0.118912, -1.598441], [-1.856238, 0.966788, -3.970849], [6.120395, 2.168504, -1.433745], [0.512558, 1.179397, 2.986860], [-0.489236, 3.083435, -0.847783], [-0.775271, 3.307380, 1.834963], [-1.062955, 0.320617, 0.805963], [-1.690964, 1.032137, -1.368481], [-0.766446, 4.411116, -0.286898], [-0.407401, -4.069882, 2.728599], [-0.030037, 2.238547, 3.853519], [-1.865538, 4.026850, 3.797027], [-2.231546, 5.155190, 1.700224], [-1.315299, 4.295524, 1.117283], [-2.174123, 0.468539, -0.151345], [0.382348, -1.684667, -1.656652], [-1.718277, 2.460386, -1.421668], [-0.169229, -2.249531, -4.586899], [4.052249, 0.943284, -1.048289], [1.629619, 0.088055, -3.803843], [2.839999, 1.371199, -0.352083], [-1.205153, -6.330962, 0.830311], [2.631775, -2.824400, -3.469465], [3.004483, 2.663842, 0.182169], [5.019562, 2.111520, -0.945166], [-0.961550, 3.199958, 3.147368], [-2.071368, -3.483314, 0.213755], [-2.522536, 4.997280, 3.050335], [-0.237863, -0.088359, 3.041545], [0.934164, -4.276737, -0.014155], [-1.471814, -0.029862, 2.159675], [4.336966, 3.187986, -0.115697], [-2.996903, -3.700784, 0.754659], [-2.036181, 3.926501, 4.860967], [0.883925, -4.567841, -1.065527], [-3.245776, 5.647101, 3.526329], [0.184811, 4.942837, -0.208779], [0.215080, 3.162091, -1.575066], [-1.445851, 4.997850, -0.913779], [-2.695793, 5.934922, 1.111650], [2.024609, 0.154235, -4.821718], [-0.521177, 1.819243, 4.739022], [0.245549, -2.371701, -5.591795], [-2.164806, 0.738976, 2.518539], [0.420495, -0.874351, 2.668552], [-2.160874, -6.487118, 1.338630], [-0.434813, -0.400624, 0.449798], [3.417022, -2.495048, -2.785515], [2.361793, -3.854645, -3.219444], [-0.524904, -0.333223, 4.071167], [-0.972959, -1.509452, -4.630570], [-1.300496, -3.601377, 3.150512], [-1.820365, 2.742214, -2.472414], [0.735466, 0.718923, -3.751205], [-0.004297, -0.675103, -1.505596], [-2.935898, 1.098759, 0.338503], [0.417190, -3.361280, 2.836816], [-2.633186, -0.505328, -0.364583], [-1.862548, -2.414034, 0.312462], [-2.003177, -0.988815, 2.211502], [3.041767, -2.823887, -4.483694], [-2.250594, -3.684550, -0.845060], [-0.599729, -3.207616, -4.279686], [2.392993, 0.453969, -3.114792], [1.724629, -4.878332, 0.443077], [-1.321472, -6.659658, -0.205646], [-2.569586, 2.873351, -0.853083], [0.812337, 2.840967, 4.201233], [-0.465299, -6.980851, 1.305159], [-0.182116, -4.954387, 3.330055], [1.477063, 1.007565, 3.240716], [-0.461952, -2.370109, -1.605768]],
  "forces_ev_per_angstrom": [[0.0, 0.0, -0.1], [0.7, -0.9, -0.5], [-0.2, -0.1, 0.2], [0.0, -0.1, 0.0], [0.1, 0.0, -0.1], [-0.1, 0.1, 0.2], [0.0, 0.0, 0.0], [-0.1, -0.1, 0.0], [0.0, 0.0, 0.0], [0.2, 0.1, -0.2], [0.0, 0.0, 0.1], [-0.1, 0.1, 0.0], [-0.1, -0.1, 0.1], [0.2, 0.1, 0.1], [0.0, 0.2, 0.0], [0.0, 0.0, -0.1], [-0.1, 0.1, -0.1], [0.0, 0.0, 0.0], [0.0, -0.1, 0.1], [0.1, 0.0, 0.0], [0.1, 0.0, 0.0], [-0.3, 0.2, 0.0], [0.0, 0.0, 0.1], [0.0, 0.0, -0.1], [0.0, 0.0, 0.0], [0.0, 0.0, 0.1], [0.0, -0.1, 0.0], [0.0, 0.0, 0.0], [0.1, 0.2, 0.0], [0.0, 0.0, 0.0], [0.0, 0.1, 0.0], [0.0, -0.1, 0.0], [0.0, 0.0, 0.0], [-0.2, 0.1, 0.2], [0.1, 0.0, 0.1], [0.0, 0.0, 0.0], [0.0, 0.0, 0.0], [-0.1, 0.0, 0.1], [0.0, 0.0, 0.0], [0.0, 0.1, 0.1], [0.0, 0.0, 0.0], [0.0, 0.0, 0.0], [0.0, 0.0, 0.0], [0.0, 0.0, 0.0], [0.0, 0.0, 0.0], [0.0, 0.0, 0.0], [0.0, 0.0, 0.0], [0.0, 0.0, 0.0], [0.0, 0.0, 0.0], [0.0, 0.0, 0.0], [0.0, 0.0, 0.0], [0.0, 0.0, 0.0], [0.0, 0.0, 0.0], [0.0, 0.0, 0.0], [0.0, -0.1, 0.0], [0.0, 0.0, 0.0], [0.0, 0.0, 0.0], [0.0, 0.0, 0.0], [0.0, 0.0, 0.0], [0.0, 0.0, 0.0], [0.0, 0.0, 0.0], [0.0, -0.1, 0.0], [0.0, 0.0, 0.1], [0.0, 0.0, 0.0], [0.0, 0.0, 0.0], [0.0, 0.0, 0.0], [0.0, -0.1, 0.0], [0.0, 0.0, 0.0], [0.0, 0.0, 0.0], [0.0, 0.0, 0.0], [0.0, 0.0, 0.0], [-0.1, 0.0, 0.0], [0.0, 0.0, 0.0], [0.0, 0.0, 0.0], [0.0, 0.0, 0.0], [0.0, 0.0, 0.0], [0.0, 0.0, 0.0], [0.0, 0.0, 0.0], [0.0, 0.0, 0.0], [-0.1, 0.0, -0.1]],
  "mulliken_spin": [-0.002, 2.844, 0.001, 0.000, -0.001, 0.040, 0.003, -0.062, 0.006, 0.000, 0.006, 0.037, 0.024, -0.078, -0.002, 0.033, -0.053, 0.000, -0.049, -0.030, -0.017, 0.112, -0.005, 0.008, -0.006, 0.000, 0.004, 0.000, 0.058, 0.000, 0.000, -0.056, -0.002, 0.117, -0.002, 0.063, -0.032, 0.000, 0.027, 0.005, 0.000, -0.002, 0.000, 0.006, 0.004, 0.017, 0.002, -0.002, 0.000, -0.001, 0.000, -0.005, 0.023, 0.000, -0.035, 0.000, 0.000, 0.000, 0.000, 0.000, 0.000, -0.001, 0.019, -0.019, 0.001, 0.000, 0.000, -0.002, 0.000, 0.000, 0.000, 0.000, 0.000, 0.000, -0.015, -0.001, 0.000, 0.000, 0.018, 0.000],
  "spin_multiplicity": 4,
  "lumo_ha": [0.0647, 0.0643],
  "homo_energy_ha": [-0.1135, -0.1135],
  "s_squared": 3.763,
  "charge": -1,
  "de_lowest_kcal_mol": 17.73
}